1.
The following is a quantum chemistry calculation of the molecule C11H15BO2 in a non-equilibrium geometry, from OMol25.

Geometry as XYZ:
```
29
Properties=species:S:1:pos:R:3:mulliken_charge:R:1
B -0.86470 0.83014 0.85767 0.32
C 4.10577 -0.77239 -0.00621 -0.49
C 3.12273 -1.03981 0.94126 -0.31
C 3.68496 0.03123 -1.16897 -0.50
C 1.87770 -0.47672 0.93180 -0.31
C 2.47706 0.69591 -1.08129 -0.56
C 1.54152 0.36431 -0.08734 1.11
C -2.22382 1.56789 0.38399 -0.64
C -3.02546 0.63539 -0.49004 -0.66
C -2.97781 -0.84141 -0.07023 -0.40
C 0.33580 1.15367 -0.06702 -0.74
C -1.57857 -1.23181 -0.29894 -0.30
O -0.66466 0.16378 2.02361 -0.65
O -1.15699 -1.45301 -1.56953 -0.49
H 5.07092 -1.37760 -0.02181 0.29
H 3.52713 -1.67669 1.82447 0.22
H 4.37120 0.20572 -1.95698 0.42
H 1.15959 -0.52175 1.78189 0.48
H 2.19367 1.23779 -2.05672 0.18
H -2.96583 1.93257 1.15087 0.26
H -1.97396 2.58449 -0.00187 0.30
H -4.03971 1.00117 -0.53301 0.40
H -2.62049 0.70886 -1.45864 0.32
H -3.22093 -0.84201 0.96527 0.19
H -3.71129 -1.38996 -0.69399 0.34
H 0.11067 1.74243 -0.96895 0.17
H -0.86951 -1.73109 0.53162 0.30
H -1.45731 -0.19819 2.56621 0.31
H -0.22767 -1.30294 -1.42712 0.42
```

Output
Calculated total energy, eV: -16418.9179
Gap between HOMO and LUMO (spin up / spin down), hartree: 0.240 / 0.285


2.
The following is a quantum chemistry calculation of a cluster of 5 separate species, C11H15Br9O6 in total in a non-equilibrium geometry, from OMol25.

Geometry as XYZ:
```
41
Properties=species:S:1:pos:R:3:mulliken_charge:R:1
C 2.41168 -3.20407 1.00793 -1.37
C 2.98223 -2.73198 2.35284 0.36
C 3.19709 -3.81439 3.43819 -0.40
O 4.43716 -3.42659 3.96799 -0.35
C 5.10246 -2.52859 3.09535 0.64
O 6.12470 -1.95148 3.29978 -0.51
O 4.30184 -2.28676 2.08615 -0.33
H 2.25961 -2.34407 0.35572 0.32
H 1.39881 -3.55682 1.20222 0.42
H 2.90394 -4.03956 0.51020 0.34
H 2.40494 -1.91883 2.79285 0.29
H 3.35664 -4.76516 2.92956 0.28
H 2.36393 -3.91902 4.13316 0.33
C -2.19478 5.15174 1.29514 -1.43
C -2.45845 3.65787 1.63742 0.57
C -1.79461 2.61057 0.73250 -0.38
O -1.02789 1.82324 1.63413 -0.28
C -1.27191 2.16331 2.90620 0.61
O -0.81203 1.65400 3.92099 -0.56
O -2.07993 3.25620 2.92544 -0.37
H -1.13758 5.35927 1.12975 0.34
H -2.52135 5.77139 2.13031 0.37
H -2.80407 5.55794 0.48776 0.37
H -3.53780 3.61978 1.49022 0.17
H -1.40690 3.06478 -0.17934 0.36
H -2.65373 2.07377 0.33017 0.24
Br -2.06168 -6.33981 -2.49784 0.00
C -3.75392 -5.46793 -1.94301 -0.32
Br -3.55030 -3.90656 -0.70846 -0.01
Br -5.05371 -6.78933 -1.14869 -0.03
H -4.18541 -5.04633 -2.85084 0.37
Br -2.14391 0.43287 -3.73505 -0.01
C -0.51469 -0.59749 -3.28349 -0.28
Br 0.98562 0.54666 -2.61270 -0.01
Br 0.18857 -1.73234 -4.84466 -0.05
H -0.79786 -1.24518 -2.45379 0.35
Br 0.32797 3.50108 -6.26701 -0.02
C 0.76485 4.96471 -4.97805 -0.31
Br -0.98434 5.58394 -4.13769 -0.02
Br 1.83170 6.35375 -5.90231 -0.01
H 1.40307 4.46541 -4.24902 0.36
```

Output
Calculated total energy, eV: -654315.2071
ΔE to the lowest compared entry with this formula, charge and spin, kJ/mol: 178.1
Gap between HOMO and LUMO, hartree: 0.353
Structure (SMILES): C[C@H]1COC(=O)O1.C[C@H]1COC(=O)O1.BrC(Br)Br.BrC(Br)Br.BrC(Br)Br


3.
The following is a quantum chemistry calculation of a cluster of 2 separate species, C11H15Cl3F3NO2P in total in a non-equilibrium geometry, from OMol25.

Geometry as XYZ:
```
36
Properties=species:S:1:pos:R:3:mulliken_charge:R:1
N 0.64007 3.58819 0.05043 -0.63
C 1.03002 2.34832 -0.61429 0.23
P 1.64685 1.06812 0.52561 0.20
C 0.47591 -0.27140 0.94405 -0.62
O -0.52887 -0.35506 -0.02705 -0.09
C -1.77904 -0.73412 0.47646 0.02
C -2.82148 0.17403 0.36301 0.02
C -4.08174 -0.18903 0.82467 -0.63
C -4.28257 -1.44258 1.39504 -0.54
C -3.22287 -2.34040 1.49409 -0.52
C -1.95827 -1.99361 1.02844 -0.32
C 3.21658 0.33372 -0.02115 -0.48
O 3.58203 -0.57364 1.00736 -0.32
C 4.00687 -1.81222 0.59070 0.84
F 4.18561 -2.55428 1.67007 -0.22
F 3.07198 -2.38230 -0.21705 -0.22
F 5.14004 -1.72811 -0.12470 -0.23
H 1.36103 3.96942 0.64978 0.28
H -0.19043 3.47150 0.61759 0.25
H 0.16059 1.97929 -1.14434 -0.31
H 1.80609 2.57622 -1.34443 0.45
H 1.93754 1.71473 1.72408 0.07
H 0.07920 -0.06347 1.94177 0.57
H 1.06045 -1.19284 1.01579 0.30
H -2.63271 1.13710 -0.09274 0.39
H -4.89758 0.51404 0.73744 0.40
H -5.26114 -1.72255 1.75520 0.41
H -3.38148 -3.31880 1.92407 0.39
H -1.13348 -2.69240 1.07531 0.41
H 3.96659 1.12124 -0.10585 0.43
H 3.07567 -0.14306 -0.99017 0.35
C -0.92393 0.27475 -3.34477 0.60
Cl -1.59452 -0.53968 -4.74029 -0.10
Cl 0.75171 -0.24810 -3.05707 -0.13
Cl -1.00426 2.03106 -3.51525 -0.13
H -1.50049 -0.00409 -2.47179 -0.16
```

Output
Calculated total energy, eV: -72236.7280
Gap between HOMO and LUMO, hartree: 0.347
Net charge: +1


4.
The following is a quantum chemistry calculation of a structure of composition C11H15ClHfN2O2S in a non-equilibrium geometry, from OMol25.

Geometry as XYZ:
```
33
Properties=species:S:1:pos:R:3:mulliken_charge:R:1
Cl 2.00777 -1.68709 -0.74193 -0.28
C 0.82705 2.03717 -1.11176 -0.43
C -0.61751 2.09489 -1.00333 -0.31
C -1.18314 1.06855 -1.84379 -0.55
H -1.19711 2.86433 -0.43092 0.52
C -0.07891 0.35345 -2.49867 0.72
C 1.17441 0.94919 -2.00537 -0.48
H 2.18215 0.58514 -2.27113 0.55
H 1.55798 2.71187 -0.61867 0.50
H -2.27169 0.84599 -2.01712 0.42
C -0.17874 -0.84791 -3.38583 -1.25
Hf 0.27412 -0.03506 -0.34040 0.79
C -0.85189 -1.93395 0.08328 0.36
O -1.32733 -2.97610 0.33427 -0.23
C 1.38436 -0.05370 1.65666 0.19
O 2.13793 -0.18773 2.52806 -0.29
H -1.05111 -1.45262 -3.12000 0.37
H 0.72780 -1.44805 -3.29653 0.36
H -0.28843 -0.48041 -4.40778 0.38
C 0.27470 -1.85401 5.57752 -1.06
N -0.15207 -1.59296 4.25058 -0.15
C -0.48214 -0.40094 3.83538 0.90
S -0.62415 -0.12732 1.92253 -0.63
N -0.84993 0.71971 4.42722 -0.21
C -1.59657 0.71419 5.61813 -1.03
H 0.33403 -0.91762 6.09994 0.43
H 1.24379 -2.32760 5.56153 0.33
H -0.44922 -2.51347 6.02136 0.40
H -0.04513 -2.33676 3.55024 0.29
H -0.82441 1.58281 3.85176 0.28
H -1.01818 1.26219 6.33589 0.38
H -2.55041 1.19165 5.45869 0.32
H -1.74581 -0.30970 5.91351 0.43
```

Output
Calculated total energy, eV: -43372.8746
Gap between HOMO and LUMO, hartree: 0.280
Net charge: +2


5.
The following is a quantum chemistry calculation of the molecule C11H15ClN2O in a non-equilibrium geometry, from OMol25.

Geometry as XYZ:
```
30
Properties=species:S:1:pos:R:3:mulliken_charge:R:1
C 2.13260 1.73489 1.61125 -0.68
O 2.70891 0.59386 0.95962 -0.26
C 3.18420 0.94072 -0.34918 -0.52
C 2.69676 -0.15761 -1.20022 -1.14
N 1.24243 -0.42162 -0.94631 0.02
C 0.29298 0.39665 -1.57930 -1.01
C 0.84507 -1.32921 -0.00371 0.77
Cl 2.13602 -2.40267 0.59538 -0.21
N -0.27065 -1.49985 0.53214 -0.44
C -1.53123 -1.02711 0.41155 -0.09
C -2.06848 -0.14545 1.33911 -0.18
C -3.41303 0.19346 1.33723 -0.48
C -4.27514 -0.54699 0.50616 -0.47
C -3.76070 -1.40524 -0.48064 -0.69
C -2.39450 -1.59649 -0.54921 -0.05
H 1.17941 1.92290 1.19282 0.24
H 2.87140 2.54870 1.27516 0.34
H 2.15926 1.35851 2.58580 0.25
H 4.21565 0.83748 -0.29343 0.44
H 3.00024 1.92388 -0.69895 0.50
H 2.62936 0.17320 -2.30355 0.38
H 3.21107 -1.07642 -0.80758 0.37
H 0.82340 1.28237 -1.84764 0.46
H -0.17242 -0.07638 -2.47081 0.25
H -0.55632 0.74740 -0.93439 0.31
H -1.57343 0.26148 2.24544 0.34
H -3.72968 1.08330 1.96950 0.31
H -5.27325 -0.41092 0.63493 0.48
H -4.26918 -1.77136 -1.35440 0.32
H -2.04076 -2.13145 -1.37678 0.45
```

Output
Calculated total energy, eV: -29197.3704
ΔE to the lowest compared entry with this formula, charge and spin, kJ/mol: 0.0
Gap between HOMO and LUMO, hartree: 0.316
Structure (SMILES): COCCN(C)/C(Cl)=N\c1ccccc1


6.
The following is a quantum chemistry calculation of a structure of composition C11H15CoN6S2 in a non-equilibrium geometry, from OMol25.

Geometry as XYZ:
```
35
Properties=species:S:1:pos:R:3:lowdin_spin:R:1
Co -1.47946 -0.64089 -0.30428 2.64
N -4.06045 -1.53206 -3.62290 0.09
C -3.31345 -1.50334 -2.54259 0.05
S -3.45710 -0.18208 -1.41429 0.18
N -2.50261 -2.55491 -2.31185 0.43
N -1.65821 -2.41910 -1.32379 0.07
C -1.12575 -3.45559 -0.75278 0.18
C -0.32706 -3.18528 0.42441 0.01
C 0.50930 -4.13438 0.99479 0.06
C 1.25138 -3.78390 2.11379 0.00
C 1.09568 -2.51533 2.64728 0.05
C 0.21981 -1.62254 2.03742 0.02
N -0.46718 -1.93619 0.94533 0.07
H -4.74145 -0.80969 -3.80219 0.00
H -3.99630 -2.31113 -4.26560 0.00
H -1.32277 -4.47153 -1.08634 0.00
H 0.57588 -5.12146 0.55601 0.00
H 1.93133 -4.49506 2.56270 0.00
H 1.63978 -2.21658 3.53217 0.00
H 0.05756 -0.63625 2.45148 0.00
C 0.11499 3.93302 1.63566 0.00
N 0.97346 3.39220 0.60096 0.01
C 2.25433 4.02917 0.27227 0.00
C 2.77173 3.19572 -0.91183 0.00
N 1.80335 2.09337 -0.95436 0.00
C 0.79420 2.29267 -0.11537 0.03
S -0.62524 1.33856 0.04257 0.09
H 0.06165 5.01482 1.52466 0.00
H 0.51294 3.70488 2.62633 0.00
H -0.88395 3.52018 1.54713 0.00
H 2.92225 3.98876 1.13407 0.00
H 2.09627 5.07483 0.01275 0.00
H 3.78090 2.82339 -0.75207 0.00
H 2.75854 3.75179 -1.84855 0.00
H 1.83567 1.37395 -1.65297 0.00
```

Output
Calculated total energy, eV: -79873.5218
Gap between HOMO and LUMO (spin up / spin down), hartree: 0.281 / 0.195
Net charge: +2
2S+1: 5
⟨S²⟩: 6.043


7.
The following is a quantum chemistry calculation of a structure of composition C11H15FeNP in a non-equilibrium geometry, from OMol25.

Geometry as XYZ:
```
29
Properties=species:S:1:pos:R:3:lowdin_spin:R:1
C 0.29086 0.29718 -3.52645 0.00
C -0.81868 -0.52803 -3.64731 0.00
C -0.52580 -1.84452 -3.17409 0.00
C 0.85435 -1.94309 -2.80781 0.00
C 1.47991 -0.70823 -2.93750 0.00
Fe 0.28465 1.38637 2.01978 2.92
P -0.00900 2.84158 0.33477 0.06
H 0.42384 1.34665 -3.78337 0.00
H -1.78131 -0.21317 -4.05571 0.00
H -1.25212 -2.65320 -3.09077 0.00
H 2.51259 -0.42693 -2.74268 0.00
H 1.34023 -2.86529 -2.47546 0.00
H -1.30562 3.36013 0.58956 0.01
H -0.14835 2.41755 -1.02816 0.00
H 0.75885 4.02156 0.22819 0.01
N -0.06419 -0.65747 -0.10120 0.03
C -0.17160 -0.63281 1.27290 0.08
C 0.95729 -0.90006 2.11246 0.20
C 1.01296 -0.38226 3.40704 0.08
C -0.11072 0.31769 3.92541 0.09
C -1.35141 0.20816 3.24839 0.31
C -1.36033 -0.13533 1.89399 0.13
H 0.73583 -1.10451 -0.52505 0.00
H -0.88825 -0.58203 -0.68776 0.00
H 1.79145 -1.43702 1.67299 0.02
H 1.90615 -0.52483 4.02186 0.01
H -0.04349 0.89510 4.85334 0.01
H -2.27588 0.49047 3.73645 0.03
H -2.24223 -0.04367 1.26617 0.01
```

Output
Calculated total energy, eV: -56811.3892
ΔE to the lowest compared entry with this formula, charge and spin, kJ/mol: 225.9
Gap between HOMO and LUMO (spin up / spin down), hartree: 0.136 / 0.184
Net charge: -1
2S+1: 5
⟨S²⟩: 6.035


8.
The following is a quantum chemistry calculation of a structure of composition C11H15IKN3O in a non-equilibrium geometry, from OMol25.

Geometry as XYZ:
```
32
Properties=species:S:1:pos:R:3:mulliken_charge:R:1
K 1.24450 0.31209 0.27697 0.89
C -0.36392 -5.60727 0.17621 -1.14
C -0.57457 -4.15330 -0.03406 0.52
C -1.74743 -3.40918 -0.25230 -0.66
C -1.38260 -2.01977 -0.39390 0.50
N -0.03367 -1.94792 -0.25567 -0.51
N 0.41705 -3.19920 -0.04745 0.12
C -2.20163 -0.82446 -0.54506 -0.82
H -1.33023 -6.10452 0.15546 0.29
H 0.12269 -5.80338 1.13666 0.31
H 0.26165 -6.01468 -0.61049 0.31
H -2.75400 -3.80842 -0.29510 0.31
H 1.41678 -3.37471 0.04860 0.22
H -3.22432 -1.08291 -0.76672 0.35
H -1.79911 -0.16344 -1.33054 0.28
H -2.20483 -0.22274 0.37202 -0.10
I -3.05663 2.01843 1.99839 0.06
C -1.70416 3.21140 0.88596 0.08
C -2.17612 4.39946 0.33232 -0.32
C -1.26767 5.23470 -0.27878 -0.30
C 0.04821 4.84218 -0.37204 -0.61
C 0.40452 3.60652 0.13834 -0.17
N -0.46253 2.77536 0.76385 -0.30
H -3.23531 4.60231 0.38018 0.35
H -1.60051 6.20775 -0.62604 0.38
H 0.81825 5.47291 -0.77888 0.38
H 1.42988 3.27011 0.09678 0.48
C 5.04405 0.35889 -0.04101 -0.69
O 3.66067 0.36448 -0.03235 -0.77
H 5.42713 0.84208 -0.95351 0.18
H 5.39207 -0.68708 0.02026 0.17
H 5.43177 0.90431 0.83191 0.18
```

Output
Calculated total energy, eV: -42592.7830
ΔE to the lowest compared entry with this formula, charge and spin, kJ/mol: 0.0
Gap between HOMO and LUMO, hartree: 0.226